Entry 1:
Density functional theory data (ωB97M-V with the def2-TZVPD basis set) for a 2-piece molecular cluster, C12H20O overall at a distorted geometry.

Calculated values
- SMILES = CCc1ccc(O)cc1.CC(C)C
- HOMO energy (eV) = -8.527
- relative energy (zero: lowest compared OMol25 entry of this formula, charge and spin) (kJ/mol) = 374.13
- Kohn-Sham gap (eV) = 9.273
- LUMO level (eV) = 0.75
- calculated total energy (eV) = -14812.33388

The geometry in ORCA input format:
```
! wB97M-V def2-TZVPD RIJCOSX def2/J DEFGRID3
* xyz 0 1
C -3.62800 2.01367 -2.63614
C -2.91437 2.53212 -1.39807
C -2.05440 1.57539 -0.66821
C -1.53300 0.30915 -0.99508
C -0.68238 -0.48985 -0.21701
C -0.35549 0.03863 1.02598
O 0.54914 -0.49539 1.94566
C -0.82877 1.28552 1.40651
C -1.78952 2.05525 0.60634
H -4.59202 1.67284 -2.29666
H -2.83059 1.36985 -3.12039
H -3.78508 2.59340 -3.60497
H -2.29079 3.42842 -1.83054
H -3.60343 3.10209 -0.75191
H -1.95769 -0.22486 -1.87478
H -0.18636 -1.17333 -0.86312
H 0.39603 0.07344 2.83718
H -0.61823 1.71161 2.42995
H -2.36624 2.86943 1.03333
C 1.97597 -3.00870 0.96049
C 2.89901 -1.80034 0.62183
C 4.42458 -2.07781 0.36096
C 2.54383 -1.00088 -0.67759
H 1.80419 -3.69963 0.09755
H 0.93886 -2.74234 1.14733
H 2.29961 -3.60755 1.90833
H 2.93708 -1.11163 1.38948
H 4.41553 -2.64697 -0.55993
H 4.77787 -1.00438 0.18579
H 4.90910 -2.82278 1.18675
H 1.70768 -0.25579 -0.70052
H 3.30555 -0.53596 -1.15010
H 2.00101 -1.62562 -1.36805
*
```

=====

Entry 2:
Density functional theory data (ωB97M-V with the def2-TZVPD basis set) for a 2-piece molecular cluster, C12H20O overall at a distorted geometry.

Calculated values
- HOMO energy (alpha / beta) (eV) = -5.369 / -8.595
- Kohn-Sham gap (alpha / beta) (eV) = 6.093 / 6.873
- LUMO level (alpha / beta) (eV) = 0.72 / -1.72
- calculated total energy (eV) = -14809.39835

The geometry in ORCA input format:
```
! wB97M-V def2-TZVPD RIJCOSX def2/J DEFGRID3
* xyz 0 3
C -2.64393 -0.76770 -1.13106
C -3.05599 -0.52578 0.06302
C 3.03407 -0.14456 -0.51775
C 2.57071 -1.45313 0.17856
C 0.71311 -0.01592 0.10194
C 1.80350 0.68510 -0.74580
C 1.14359 -1.20216 0.54056
C -3.75130 -1.46136 0.95503
C -3.23226 0.90893 0.71286
C 1.22431 0.92758 -2.14480
C 2.05186 2.19128 -0.14001
C 0.45826 -2.22430 1.44250
O -2.10784 -0.99208 -2.13926
H 3.64908 0.50921 0.24352
H 3.82657 -0.14836 -1.26418
H 2.44262 -2.33365 -0.52402
H 3.17330 -1.74507 1.03580
H -0.30203 0.37262 0.02970
H -3.52805 -0.97023 1.92075
H -4.83044 -1.70062 0.79244
H -3.20391 -2.46684 1.15718
H -4.25783 1.01910 0.96636
H -2.60617 0.86651 1.70558
H -2.96967 1.76356 0.15288
H 1.00218 -0.05400 -2.71216
H 1.98156 1.58366 -2.80300
H 0.27795 1.55665 -2.06777
H 2.93013 2.51255 -0.68034
H 2.30762 1.89763 0.91958
H 1.23870 2.84218 -0.26422
H 0.38340 -1.75446 2.51505
H 0.93788 -3.16857 1.37740
H -0.64319 -2.43343 1.23720
*
```

=====

Entry 3:
Density functional theory data (ωB97M-V with the def2-TZVPD basis set) for C12H20O2 in the gas phase at a distorted geometry.

Calculated values
- SMILES = CC(=O)O[C@H]1[C@@H](C)C=CC[C@H]1C(C)C
- HOMO energy (eV) = -9.191
- relative energy (zero: lowest compared OMol25 entry of this formula, charge and spin) (kJ/mol) = 0.00
- Kohn-Sham gap (eV) = 10.105
- LUMO level (eV) = 0.91
- calculated total energy (eV) = -16863.55908

The geometry in ORCA input format:
```
! wB97M-V def2-TZVPD RIJCOSX def2/J DEFGRID3
* xyz 0 1
C -1.42014 3.15119 -0.47893
C -1.22220 1.85853 0.33856
O -1.66535 1.79153 1.46669
O -0.55057 0.89683 -0.32963
C -0.45400 -0.41964 0.27741
C -1.51494 -1.38159 -0.27531
C -2.93543 -0.81544 -0.12142
C -1.24773 -1.61632 -1.73460
C -0.02296 -1.46657 -2.28988
C 1.17689 -0.97996 -1.47473
C 0.94671 -0.98843 0.02087
C 2.13208 -0.33952 0.80302
C 2.27940 1.15064 0.69121
C 2.10085 -0.66119 2.29763
H -0.48206 3.62899 -0.65965
H -1.82373 2.91906 -1.46843
H -2.08186 3.76619 0.10582
H -0.60888 -0.32208 1.33419
H -1.46532 -2.35138 0.22716
H -3.05808 0.06848 -0.73265
H -3.13752 -0.55297 0.91170
H -3.63932 -1.57113 -0.35675
H -2.04565 -1.96329 -2.40061
H 0.09735 -1.64219 -3.32765
H 1.45244 0.03958 -1.79502
H 1.95556 -1.67718 -1.75945
H 0.87927 -2.01187 0.36557
H 3.04415 -0.77852 0.44930
H 1.40054 1.64476 1.09887
H 3.17782 1.49407 1.18290
H 2.41537 1.35249 -0.37469
H 3.01346 -0.31480 2.78604
H 2.06841 -1.74085 2.45469
H 1.23546 -0.16743 2.76777
*
```

=====

Entry 4:
Density functional theory data (ωB97M-V with the def2-TZVPD basis set) for C12H20O2PPtS2 as an isolated structure at a distorted geometry.

Calculated values
- HOMO energy (alpha / beta) (eV) = -12.011 / -12.011
- Kohn-Sham gap (alpha / beta) (eV) = 6.311 / 6.312
- LUMO level (alpha / beta) (eV) = -5.70 / -5.70
- calculated total energy (eV) = -51065.17423

The geometry in ORCA input format:
```
! wB97M-V def2-TZVPD RIJCOSX def2/J DEFGRID3
* xyz 1 1
Pt 0.05747 -1.04506 0.08820
C 1.92232 0.33837 0.33011
C 1.55168 0.13561 -1.02440
C 0.50686 0.91309 -1.56828
C -0.08288 1.92693 -0.81150
C 0.33557 2.16364 0.49431
C 1.31660 1.36552 1.07071
H 2.78927 -0.17571 0.73697
H 2.15531 -0.49712 -1.67231
H 0.23890 0.79695 -2.61085
H -0.84153 2.55127 -1.25852
H -0.10105 2.97034 1.06077
H 1.64622 1.55914 2.08055
C -5.48774 -3.25984 1.84583
C -4.99386 -2.10118 1.00031
C -5.00399 -0.77782 1.73516
O -3.65420 -2.38814 0.50306
P -2.29040 -2.37580 1.25252
S -0.94862 -3.14074 -0.10432
S -1.64474 -0.49565 1.77610
O -2.50109 -3.30134 2.50432
C -1.55405 -3.91058 3.42178
C -2.35585 -4.21974 4.67722
C -0.36256 -3.01515 3.71052
H -6.53174 -3.11297 2.10399
H -4.91504 -3.33379 2.76618
H -5.39324 -4.19018 1.29185
H -5.57293 -2.03306 0.07218
H -4.39170 -0.84556 2.63387
H -6.01706 -0.52113 2.02400
H -4.60825 0.01208 1.09920
H -1.21902 -4.83775 2.94372
H -2.67396 -3.29519 5.15452
H -1.73934 -4.78565 5.36925
H -3.23976 -4.80421 4.43285
H -0.67951 -2.11522 4.23545
H 0.15596 -2.73651 2.78920
H 0.34351 -3.55492 4.33720
*
```

=====

What did the second record say?
Density functional theory data (ωB97M-V with the def2-TZVPD basis set) for a 2-piece molecular cluster, C12H20O overall at a distorted geometry.

Calculated values
- HOMO energy (alpha / beta) (eV) = -5.369 / -8.595
- Kohn-Sham gap (alpha / beta) (eV) = 6.093 / 6.873
- LUMO level (alpha / beta) (eV) = 0.72 / -1.72
- calculated total energy (eV) = -14809.39835

The geometry in ORCA input format:
```
! wB97M-V def2-TZVPD RIJCOSX def2/J DEFGRID3
* xyz 0 3
C -2.64393 -0.76770 -1.13106
C -3.05599 -0.52578 0.06302
C 3.03407 -0.14456 -0.51775
C 2.57071 -1.45313 0.17856
C 0.71311 -0.01592 0.10194
C 1.80350 0.68510 -0.74580
C 1.14359 -1.20216 0.54056
C -3.75130 -1.46136 0.95503
C -3.23226 0.90893 0.71286
C 1.22431 0.92758 -2.14480
C 2.05186 2.19128 -0.14001
C 0.45826 -2.22430 1.44250
O -2.10784 -0.99208 -2.13926
H 3.64908 0.50921 0.24352
H 3.82657 -0.14836 -1.26418
H 2.44262 -2.33365 -0.52402
H 3.17330 -1.74507 1.03580
H -0.30203 0.37262 0.02970
H -3.52805 -0.97023 1.92075
H -4.83044 -1.70062 0.79244
H -3.20391 -2.46684 1.15718
H -4.25783 1.01910 0.96636
H -2.60617 0.86651 1.70558
H -2.96967 1.76356 0.15288
H 1.00218 -0.05400 -2.71216
H 1.98156 1.58366 -2.80300
H 0.27795 1.55665 -2.06777
H 2.93013 2.51255 -0.68034
H 2.30762 1.89763 0.91958
H 1.23870 2.84218 -0.26422
H 0.38340 -1.75446 2.51505
H 0.93788 -3.16857 1.37740
H -0.64319 -2.43343 1.23720
*
```

=====

What did the second record say?
Density functional theory data (ωB97M-V with the def2-TZVPD basis set) for a 2-piece molecular cluster, C12H20O overall at a distorted geometry.

Calculated values
- HOMO energy (alpha / beta) (eV) = -5.369 / -8.595
- Kohn-Sham gap (alpha / beta) (eV) = 6.093 / 6.873
- LUMO level (alpha / beta) (eV) = 0.72 / -1.72
- calculated total energy (eV) = -14809.39835

The geometry in ORCA input format:
```
! wB97M-V def2-TZVPD RIJCOSX def2/J DEFGRID3
* xyz 0 3
C -2.64393 -0.76770 -1.13106
C -3.05599 -0.52578 0.06302
C 3.03407 -0.14456 -0.51775
C 2.57071 -1.45313 0.17856
C 0.71311 -0.01592 0.10194
C 1.80350 0.68510 -0.74580
C 1.14359 -1.20216 0.54056
C -3.75130 -1.46136 0.95503
C -3.23226 0.90893 0.71286
C 1.22431 0.92758 -2.14480
C 2.05186 2.19128 -0.14001
C 0.45826 -2.22430 1.44250
O -2.10784 -0.99208 -2.13926
H 3.64908 0.50921 0.24352
H 3.82657 -0.14836 -1.26418
H 2.44262 -2.33365 -0.52402
H 3.17330 -1.74507 1.03580
H -0.30203 0.37262 0.02970
H -3.52805 -0.97023 1.92075
H -4.83044 -1.70062 0.79244
H -3.20391 -2.46684 1.15718
H -4.25783 1.01910 0.96636
H -2.60617 0.86651 1.70558
H -2.96967 1.76356 0.15288
H 1.00218 -0.05400 -2.71216
H 1.98156 1.58366 -2.80300
H 0.27795 1.55665 -2.06777
H 2.93013 2.51255 -0.68034
H 2.30762 1.89763 0.91958
H 1.23870 2.84218 -0.26422
H 0.38340 -1.75446 2.51505
H 0.93788 -3.16857 1.37740
H -0.64319 -2.43343 1.23720
*
```

=====

> Which value of calculated total energy does entry 1 give?

-14812.33388 eV

=====

> Which of these has the lowest calculated total energy?

C12H20O2PPtS2